Record 1
Computed, not measured: 2 unconnected molecules or ions with the total composition C23H30N2O4 at a distorted geometry, with ωB97M-V with the def2-TZVPD basis set.

Last column: Mulliken charge in e.
Positions of all 59 atoms, in Å:
C: 4.7603 -5.3822 1.0564  -0.980
N: 4.2271 -4.0824 1.4627  -0.119
C: 2.9260 -3.8189 1.6454  0.015
O: 2.0573 -4.6655 1.4652  -0.685
C: 2.5212 -2.4135 2.1377  0.361
C: 1.7572 -1.6489 1.0367  -1.582
C: 1.0719 -0.3513 1.5099  1.034
C: 0.4817 0.3826 0.3063  -1.532
C: -0.0577 -0.6231 2.5075  -1.578
N: 3.6558 -1.5926 2.5921  -0.089
C: 4.3128 -1.6878 3.7472  0.631
C: 3.8589 -2.6729 4.8059  -0.971
O: 5.2894 -0.9858 3.9487  -0.677
H: 4.7206 -5.4752 -0.0301  0.304
H: 5.7932 -5.4864 1.3916  0.351
H: 4.1646 -6.1852 1.4969  0.324
H: 4.8798 -3.3337 1.6367  0.271
H: 1.8421 -2.5784 2.9735  0.361
H: 2.4541 -1.4114 0.2313  0.440
H: 0.9911 -2.3067 0.6219  0.482
H: 1.8083 0.3031 1.9762  0.380
H: 0.0166 1.3138 0.6306  0.482
H: 1.2718 0.6168 -0.4070  0.425
H: -0.2686 -0.2434 -0.1780  0.079
H: -0.5670 0.3108 2.7465  0.470
H: -0.7762 -1.3257 2.0834  0.288
H: 0.3472 -1.0292 3.4328  0.366
H: 3.9991 -0.8793 1.9682  0.264
H: 2.8682 -2.3950 5.1598  0.266
H: 3.8399 -3.6814 4.3984  0.299
H: 4.5609 -2.6343 5.6378  0.325
C: -4.5905 4.2054 -1.1933  -1.615
C: -3.0809 4.2431 -1.2280  0.848
C: -2.4205 5.2373 -0.4885  -0.624
C: -1.0254 5.2946 -0.4464  -0.595
C: -0.2713 4.3522 -1.1449  -0.730
C: -0.9147 3.3639 -1.8933  -0.530
C: -2.3166 3.2995 -1.9556  0.385
C: -2.9252 2.2465 -2.7847  0.240
C: -3.7703 2.5686 -3.8554  -0.308
C: -4.3064 1.5607 -4.6616  -0.744
C: -4.0032 0.2206 -4.4036  -0.486
C: -3.1564 -0.1341 -3.3361  0.121
C: -2.8260 -1.5476 -3.0587  0.265
O: -3.2540 -2.4135 -3.8050  -0.618
O: -2.0538 -1.8313 -1.9838  -0.328
C: -2.6255 0.8983 -2.5389  -0.378
H: -4.9699 4.7090 -0.2989  0.432
H: -4.9526 3.1731 -1.1742  0.352
H: -5.0011 4.7086 -2.0731  0.321
H: -2.9951 5.9715 0.0683  0.374
H: -0.5298 6.0676 0.1341  0.388
H: 0.8136 4.3894 -1.1105  0.410
H: -0.3172 2.6456 -2.4471  0.521
H: -3.9937 3.6087 -4.0733  0.499
H: -4.9538 1.8172 -5.4951  0.392
H: -4.4290 -0.5518 -5.0405  0.452
H: -1.9697 -2.7970 -1.9961  0.334
H: -1.9686 0.6573 -1.7083  0.623

Forces on atoms 1 to 2 (eV/Å):
C -0.411 0.166 -0.020
N 0.923 0.277 0.171

SMILES	CNC(=O)[C@H](CC(C)C)NC(C)=O.Cc1ccccc1-c1cccc(C(=O)O)c1
net charge	0
molecular weight	398.50	g mol⁻¹
energy above the lowest of the compared OMol25 structures with the same formula, charge and spin	0.0	kcal per mole
frontier orbital gap	9.1562	eV
calculated total energy	-1304.975151	a.u.
LUMO level	0.22	eV
HOMO energy	-8.94	eV

Record 2
Computed, not measured: 2 unconnected molecules or ions with the total composition C3H7INO at a distorted geometry, with ωB97M-V with the def2-TZVPD basis set.

Last column: Mulliken charge in e.
Positions of all 13 atoms, in Å:
C: -0.0081 -0.2481 -1.4162  -0.583
C: -0.6877 0.8092 -0.5958  -0.581
C: 0.4721 0.0263 0.0216  0.594
N: -0.1329 -1.2247 0.9322  -0.460
O: 1.5479 0.4130 0.4638  -0.543
I: 1.1174 3.0230 1.9930  0.340
H: -0.4809 -1.2147 -1.7533  0.315
H: 0.8028 0.2680 -2.1277  0.261
H: -0.4125 1.7742 -0.4813  0.292
H: -1.7451 0.6495 -0.4680  0.273
H: 0.1961 -2.1421 0.4058  0.390
H: -1.0877 -1.1826 1.1920  0.331
H: 0.4188 -0.9509 1.8337  0.372

Forces on atoms 1 to 2 (eV/Å):
C 2.967 2.493 -2.559
C -1.134 -3.225 -0.340

net charge	+1
molecular weight	200.00	g mol⁻¹
energy above the lowest of the compared OMol25 structures with the same formula, charge and spin	113.5	kcal per mole
frontier orbital gap (alpha / beta)	5.0238 / 4.9395	eV
calculated total energy	-545.745010	a.u.
LUMO level (alpha / beta)	-8.08 / -8.11	eV
HOMO energy (alpha / beta)	-13.11 / -13.05	eV

Record 3
Computed, not measured: a single C4H10NO molecule at a distorted geometry, with ωB97M-V with the def2-TZVPD basis set.

Last column: Löwdin spin population.
Positions of all 16 atoms, in Å:
C: 0.8224 -1.5214 -0.7797  0.012
N: 0.2814 -1.0765 0.4890  0.073
C: -1.6458 0.4610 0.4912  0.018
C: -0.1648 0.2574 0.6703  0.152
C: 0.6517 1.3739 -0.3469  0.097
O: -0.0076 2.4876 -0.2825  0.606
H: 0.0857 -1.3880 -1.5560  0.000
H: 1.8024 -1.0798 -0.9953  0.004
H: 1.0226 -2.5867 -0.6925  0.001
H: 0.8352 -1.4104 1.2665  0.003
H: -1.9052 1.5050 0.6455  0.004
H: -2.2037 -0.1607 1.2045  0.002
H: -1.9779 0.2132 -0.5187  0.002
H: 0.1648 0.6822 1.6173  0.001
H: 0.5904 0.8588 -1.3224  0.016
H: 1.6484 1.3842 0.1098  0.009

Forces on atoms 1 to 2 (eV/Å):
C 0.241 -0.512 0.652
N 0.296 -0.205 0.533

expectation value of S²	0.759
net charge	0
molecular weight	88.13	g mol⁻¹
energy above the lowest of the compared OMol25 structures with the same formula, charge and spin	18.8	kcal per mole
frontier orbital gap (alpha / beta)	9.6080 / 8.1029	eV
calculated total energy	-288.297044	a.u.
multiplicity	2
LUMO level (alpha / beta)	0.88 / -1.12	eV
HOMO energy (alpha / beta)	-8.73 / -9.23	eV

Record 4
Computed, not measured: a molecular structure, C23H42Cl3N4O3PdSi at a distorted geometry, with ωB97M-V with the def2-TZVPD basis set.

Last column: Löwdin spin population.
Positions of all 77 atoms, in Å:
C: -1.6150 -1.9906 -2.7478  -0.001
C: -1.1756 -2.9947 -1.7438  0.003
H: -1.2874 -2.2505 -3.7577  0.000
H: -1.1933 -1.0087 -2.4764  0.000
H: -2.7106 -1.8918 -2.7734  0.000
C: -0.7081 -4.2288 -1.9903  0.008
C: -0.5011 -4.8275 -3.3475  0.002
H: -0.4394 -4.8756 -1.1463  0.000
H: -0.6949 -4.1168 -4.1598  0.000
H: -1.1333 -5.7102 -3.5214  0.000
H: 0.5359 -5.1758 -3.4550  0.000
Pd: 0.0705 0.2183 0.6623  1.348
Cl: -2.1555 0.2066 1.3772  0.130
Cl: -0.0459 1.3065 -1.4498  0.108
H: 0.6450 4.7287 3.9444  0.000
H: -1.5675 5.5611 2.7143  0.000
C: 0.9657 4.3813 2.9531  0.001
C: -1.1030 5.1747 1.7987  0.001
N: -0.2035 4.0828 2.1310  0.000
H: 1.5724 3.4857 3.0555  0.001
C: -0.3521 2.8795 1.5921  0.002
O: 0.4962 1.9724 1.8003  0.051
H: -1.8823 4.8030 1.1262  0.000
H: -1.2413 2.7007 0.9827  0.000
H: 1.5559 5.1865 2.4913  0.000
H: -0.5346 5.9789 1.3021  0.000
H: 1.5549 -1.5025 -2.5862  0.001
H: 2.3272 -3.6279 -1.0985  0.001
C: 2.3923 -0.9468 -2.1332  0.002
C: 3.1968 -2.9648 -0.9662  0.002
N: 2.8003 -1.5684 -0.8827  0.023
H: 2.0878 0.0868 -1.9587  0.000
C: 2.6414 -0.9787 0.3117  0.023
O: 2.2395 0.2067 0.4640  0.021
H: 3.7296 -3.2390 -0.0497  0.000
H: 2.8764 -1.6245 1.1813  0.001
H: 3.2545 -0.9963 -2.8155  0.001
H: 3.8576 -3.0724 -1.8336  0.000
O: -0.0196 -1.5829 -0.3156  0.126
C: -1.1049 -2.4044 -0.3130  0.010
C: 0.1616 -3.8835 1.4137  0.000
C: -1.0261 -3.4476 0.8200  0.000
H: 1.0969 -3.3551 1.2197  0.000
C: 0.1295 -4.9994 2.2676  0.000
H: -2.0427 -1.8369 -0.1734  0.002
C: -2.2465 -3.9956 1.2038  0.000
H: 1.0639 -5.4148 2.6612  0.000
C: -1.0914 -5.5833 2.6104  0.000
C: -2.2883 -5.0597 2.0990  0.000
H: -3.1540 -3.5911 0.7547  0.000
H: -1.1177 -6.4540 3.2725  0.000
H: -3.2481 -5.4870 2.3815  0.000
Si: -0.3408 4.2985 -4.3577  0.001
Cl: -0.5113 2.3584 -5.1873  0.003
C: 1.4903 4.5662 -4.1169  0.000
C: -1.4486 4.1805 -2.8847  0.002
C: -0.9304 5.7562 -5.4325  0.000
H: 1.9254 3.6595 -3.6833  0.000
H: 1.6640 5.4068 -3.4317  0.000
H: 2.0055 4.7838 -5.0640  0.000
H: -0.3267 5.9626 -6.3237  0.000
H: -0.8867 6.6769 -4.8319  0.000
H: -1.9674 5.6750 -5.7738  0.000
H: -1.1499 3.2999 -2.2953  0.002
H: -2.4872 4.0348 -3.2088  0.000
H: -1.3847 5.0742 -2.2513  0.000
C: 1.0664 -0.7448 5.7456  0.005
N: 0.1436 -0.1737 4.7606  0.015
C: -1.0137 0.5759 5.2573  0.005
C: 0.2994 -0.4810 3.5086  0.064
N: 0.5296 -0.8462 2.4078  0.032
H: 0.6836 -0.4763 6.7296  0.001
H: 2.0651 -0.3007 5.6317  0.000
H: 1.0873 -1.8390 5.6600  0.000
H: -0.9813 1.6288 4.9351  0.000
H: -1.9663 0.0935 4.9595  0.001
H: -0.9332 0.5575 6.3497  0.001

Forces on atoms 1 to 2 (eV/Å):
C 0.073 0.399 -0.339
C 0.486 -0.956 1.108

expectation value of S²	2.009
net charge	-1
molecular weight	663.48	g mol⁻¹
energy above the lowest of the compared OMol25 structures with the same formula, charge and spin	0.0	kcal per mole
frontier orbital gap (alpha / beta)	5.4562 / 6.5561	eV
calculated total energy	-3144.380335	a.u.
multiplicity	3
LUMO level (alpha / beta)	2.42 / 2.41	eV
HOMO energy (alpha / beta)	-3.04 / -4.14	eV

Record 5
Computed, not measured: a single C2H2N2O2S molecule at a distorted geometry, with ωB97M-V with the def2-TZVPD basis set.

Last column: Mulliken charge in e.
Positions of all 9 atoms, in Å:
O: -2.9123 0.8930 -0.7337  -0.512
N: -2.4428 -0.0774 -0.1238  0.812
O: -2.9745 -1.0921 0.2556  -0.506
N: -1.0674 -0.0696 0.0590  -0.020
C: 0.1215 -0.0774 0.1605  0.647
C: 1.4455 -0.1175 0.2431  -0.715
S: 2.5120 1.2826 -0.0203  -0.157
H: 1.9977 -1.0092 0.4748  0.322
H: 3.3204 0.2676 -0.3153  0.130

Forces on atoms 1 to 2 (eV/Å):
O 0.723 -1.579 1.450
N 1.023 0.584 -1.386

SMILES	O=[N+]([O-])N=C=CS
net charge	0
molecular weight	118.12	g mol⁻¹
energy above the lowest of the compared OMol25 structures with the same formula, charge and spin	145.7	kcal per mole
frontier orbital gap	7.8929	eV
calculated total energy	-735.355166	a.u.
LUMO level	-0.61	eV
HOMO energy	-8.50	eV

Record 6
Computed, not measured: a molecular structure, C25H24ClIN4O3Rh, with ωB97M-V with the def2-TZVPD basis set.

Last column: Löwdin spin population.
Positions of all 59 atoms, in Å:
Rh: -0.4207 1.1097 -0.9991  0.937
C: -2.3890 1.1999 1.4981  0.003
N: -1.2533 1.7487 0.7770  0.009
C: -0.5681 2.6989 1.3374  0.002
C: 0.6354 3.1071 0.7283  0.006
C: 1.5908 4.0962 0.9900  -0.002
C: 2.5800 3.9366 0.0225  0.001
C: 2.1894 2.8564 -0.7895  -0.001
N: 1.0361 2.3486 -0.3545  0.007
C: -2.0218 0.4149 2.7431  0.001
C: -0.7347 -0.0583 2.9702  0.001
C: -0.4396 -0.7667 4.1279  0.000
C: -1.4247 -1.0097 5.0732  0.000
C: -2.7142 -0.5460 4.8496  0.000
C: -3.0060 0.1609 3.6938  0.000
H: -2.9387 0.5534 0.8099  0.000
H: -3.0728 2.0051 1.7890  0.000
H: -0.9062 3.1432 2.2739  0.000
H: 1.5448 4.8329 1.7774  0.000
H: 3.4765 4.5225 -0.1034  0.000
H: 2.6985 2.4510 -1.6509  -0.001
H: 0.0411 0.1239 2.2364  0.002
H: 0.5681 -1.1293 4.2884  0.000
H: -1.1915 -1.5587 5.9768  0.000
H: -3.4935 -0.7346 5.5778  0.000
H: -4.0144 0.5256 3.5272  0.000
C: 1.8473 -1.1172 -3.0303  0.034
C: 1.4952 0.3385 -3.2034  0.166
O: 0.3369 0.7475 -2.8122  0.093
H: 2.2792 -1.5192 -3.9480  0.005
H: 0.9469 -1.6799 -2.7914  0.003
H: 2.5843 -1.2366 -2.2296  0.005
C: -1.2720 -4.2435 2.5940  0.003
C: -2.3952 -3.6007 2.0957  0.001
C: -2.3035 -2.7509 1.0016  0.011
C: -1.0679 -2.5435 0.4043  0.004
C: 0.0628 -3.1838 0.8921  0.002
C: -0.0425 -4.0278 1.9837  0.000
H: -1.3504 -4.9011 3.4498  0.000
H: -3.3607 -3.7538 2.5618  0.000
H: -3.1830 -2.2472 0.6210  0.005
H: 1.0128 -3.0033 0.4053  0.000
H: 0.8467 -4.5166 2.3625  0.000
I: 6.2173 1.9476 -5.3827  -0.001
C: 4.2880 2.0756 -4.6229  0.066
C: 3.6767 3.3039 -4.4307  0.225
N: 2.3979 3.3048 -4.0731  0.667
N: 2.3500 1.1480 -3.7475  0.358
C: 3.5656 0.9249 -4.3063  0.292
H: 4.2196 4.2329 -4.5838  0.030
H: 1.9410 4.0948 -3.6422  0.029
H: 3.9446 -0.0768 -4.4726  0.034
Cl: -1.2883 -2.9876 -3.9549  0.367
C: -2.6292 -2.3232 -2.1130  0.252
C: -1.9244 -1.3129 -1.4633  0.167
O: -2.0449 -0.0815 -1.6352  0.168
O: -0.8647 -1.6866 -0.6406  0.043
H: -2.5916 -3.3304 -1.7356  0.002
H: -3.4660 -2.0267 -2.7229  0.002

Forces on atoms 1 to 2 (eV/Å):
Rh -0.067 -0.339 0.154
C -0.099 0.005 -0.119

expectation value of S²	6.039
net charge	-1
molecular weight	693.76	g mol⁻¹
frontier orbital gap (alpha / beta)	5.0125 / 6.8789	eV
calculated total energy	-2280.153306	a.u.
multiplicity	5
LUMO level (alpha / beta)	2.37 / 1.95	eV
HOMO energy (alpha / beta)	-2.64 / -4.93	eV